[1]
The following is a DFT calculation (ωB97M-V/def2-TZVPD) of a 12-piece molecular cluster, C6H34BF4O11 overall in a non-equilibrium geometry.

Structure (XYZ):
```
56
Properties=species:S:1:pos:R:3:forces:R:3:mulliken_charge:R:1
B -0.175 -0.079 0.164 -0.4 0.2 -2.3 0.610
F -0.073 -0.115 1.474 -0.1 -0.8 4.0 -0.342
F -1.342 0.577 -0.207 -1.3 0.4 -0.4 -0.449
F 0.890 0.651 -0.291 1.6 1.0 -1.2 -0.388
F -0.178 -1.349 -0.421 0.0 -0.9 -0.1 -0.409
C 4.574 -0.458 -3.715 0.2 0.4 -0.2 -0.446
O 5.340 0.191 -4.740 0.3 -0.6 0.0 -0.535
H 3.661 -0.908 -4.104 -0.2 0.3 0.0 0.222
H 5.154 -1.283 -3.301 0.3 0.2 -0.2 0.236
H 4.392 0.258 -2.914 -0.4 -0.2 0.1 0.224
H 4.851 0.910 -5.147 -0.3 -0.1 0.3 0.303
C -3.046 2.749 4.797 0.2 -0.7 -0.5 -0.501
O -2.490 3.775 3.988 -0.2 0.4 0.6 -0.477
H -2.382 1.889 4.708 -0.1 -0.1 0.2 0.188
H -3.139 3.037 5.845 0.1 0.0 0.1 0.281
H -4.026 2.462 4.417 -0.1 -0.1 0.1 0.215
H -2.671 4.565 4.503 0.2 0.4 -0.5 0.297
C 3.749 0.350 4.760 -0.6 0.5 -1.2 -0.453
O 4.962 0.769 5.326 0.3 -0.2 0.7 -0.506
H 3.845 0.443 3.678 0.2 -0.4 -0.1 0.186
H 3.482 -0.673 5.026 -0.1 0.0 0.0 0.237
H 2.941 1.050 4.971 -0.2 -0.1 0.5 0.240
H 4.928 0.421 6.220 0.4 0.2 0.2 0.298
C -0.121 -6.169 -2.966 -0.4 -0.3 1.9 -0.511
O -0.043 -4.825 -3.270 0.3 1.3 -1.7 -0.489
H -0.214 -6.851 -3.812 0.1 0.5 -0.3 0.232
H 0.734 -6.442 -2.347 0.2 -0.5 -0.1 0.235
H -0.997 -6.283 -2.327 -0.2 -0.7 0.0 0.224
H -0.200 -4.261 -2.509 0.0 -0.2 0.1 0.310
C 0.687 -3.983 3.536 0.6 -0.5 -0.3 -0.535
O 0.086 -4.280 2.282 -0.1 0.2 0.4 -0.502
H 1.772 -3.979 3.439 0.3 0.1 -0.1 0.231
H 0.405 -3.015 3.949 -0.3 -0.1 0.1 0.229
H 0.476 -4.813 4.211 -0.3 0.2 0.2 0.252
H -0.085 -3.440 1.850 0.0 0.1 -0.3 0.317
C -4.966 2.799 -4.302 0.6 -0.5 1.1 -0.480
O -4.628 2.442 -5.621 -0.4 0.2 -0.6 -0.500
H -4.050 2.791 -3.712 0.1 0.1 0.3 0.209
H -5.403 3.789 -4.170 -0.2 0.0 -0.6 0.221
H -5.619 2.050 -3.855 -0.2 0.1 0.1 0.236
H -4.854 1.514 -5.719 0.1 0.1 -0.1 0.315
O 1.802 3.668 2.044 0.3 0.3 0.1 -0.678
H 1.740 2.764 1.735 -0.1 -0.4 -0.2 0.346
H 0.894 3.968 2.093 -0.3 0.0 0.0 0.319
O 0.656 2.264 -3.620 0.1 0.3 -0.3 -0.656
H 0.418 1.589 -4.257 -0.1 -0.2 -0.1 0.297
H 0.656 1.809 -2.778 0.0 -0.2 0.5 0.347
O -3.952 -1.258 1.984 -0.3 -0.3 0.2 -0.655
H -3.017 -1.105 1.842 0.4 0.1 -0.1 0.338
H -4.373 -0.448 1.698 0.0 0.2 -0.1 0.309
O -3.707 -1.569 -2.563 -0.3 0.0 -0.3 -0.646
H -3.234 -0.906 -2.060 0.3 0.2 0.2 0.342
H -3.735 -2.333 -1.987 0.1 -0.1 0.2 0.305
O 3.101 5.121 -1.650 0.0 0.2 -0.3 -0.636
H 3.903 5.449 -1.242 0.2 0.0 0.1 0.304
H 2.618 4.710 -0.933 -0.2 -0.2 0.2 0.340
```
Forces are in eV/Å.

Summary:
M: 369.1 g mol⁻¹
charge: -1
DFT total energy: -40848.014 eV
HOMO-LUMO gap: 10.476 eV

---

[2]
The following is a DFT calculation (ωB97M-V/def2-TZVPD) of a 10-piece molecular cluster, C6H34NO10 overall in a non-equilibrium geometry.

Structure (XYZ):
```
51
Properties=species:S:1:pos:R:3:forces:R:3:mulliken_charge:R:1
C 1.879 2.473 1.387 -0.1 -0.2 -0.1 -1.170
O 1.334 3.668 0.841 0.1 -0.4 -0.3 -0.521
C 0.775 1.424 1.642 2.2 0.7 0.4 0.420
C 1.447 0.070 2.007 -1.3 1.0 -2.3 -1.174
C 0.330 -0.972 2.187 0.8 -2.1 1.9 1.720
C 0.103 -1.116 3.758 1.0 0.8 -2.2 -2.225
C 0.712 -2.403 1.710 -0.1 1.4 -0.3 -1.741
N -0.056 1.387 0.410 -2.1 0.1 -0.3 0.622
H 2.595 2.034 0.683 0.0 0.3 0.0 0.349
H 2.389 2.706 2.323 0.1 -0.3 0.0 0.541
H 1.234 4.299 1.550 -0.1 0.4 0.2 0.329
H 0.233 1.866 2.482 -0.7 -0.5 -0.3 0.124
H 2.190 0.292 2.768 -0.3 -0.5 0.6 0.517
H 2.017 -0.181 1.102 0.1 -0.1 0.1 0.348
H -0.562 -0.653 1.651 0.0 0.0 0.2 -0.137
H -0.341 -2.041 4.117 -0.9 0.3 -0.2 0.658
H 1.133 -1.229 4.095 -0.1 0.5 0.5 0.470
H -0.324 -0.135 3.959 -0.3 -0.4 1.4 0.373
H 1.402 -2.829 2.436 0.1 -0.3 -0.2 0.466
H -0.197 -2.993 1.634 0.0 -0.3 0.1 0.317
H 1.159 -2.337 0.719 0.2 -0.3 0.0 0.401
H 0.066 2.178 -0.249 0.5 0.3 0.6 0.682
H -0.032 0.592 -0.251 0.9 -0.5 0.9 -0.346
H -1.045 1.402 0.672 -0.1 -0.1 -0.1 0.484
H -3.135 -0.728 1.083 0.0 0.1 -0.1 0.288
H -3.090 -0.208 -0.396 -0.4 0.2 -0.2 0.258
O -2.554 -0.483 0.344 0.5 -0.1 0.5 -0.541
H 2.827 0.795 -3.954 0.1 -0.5 -0.2 0.274
H 2.138 1.610 -2.902 -0.4 -0.7 0.1 0.302
O 2.089 0.740 -3.340 0.4 0.7 -0.2 -0.520
H 1.758 -3.721 -2.572 0.0 0.3 0.2 0.291
H 1.242 -2.247 -2.126 0.6 -0.6 -0.3 0.541
O 1.312 -2.914 -2.847 -0.5 0.0 -0.3 -0.727
H -3.477 2.405 -1.812 -0.6 0.4 0.1 0.285
H -2.444 1.626 -2.600 0.2 0.4 0.4 0.332
O -2.585 2.080 -1.752 0.3 -0.5 -0.2 -0.565
H -0.273 -1.449 -1.130 0.0 0.0 0.1 0.341
H 0.302 -0.308 -1.926 0.3 0.0 -0.5 0.100
O 0.566 -0.975 -1.273 -0.6 0.6 0.7 -0.821
H -1.344 0.048 -3.515 -0.3 -0.1 0.5 0.284
H -0.115 0.716 -3.917 0.3 0.5 0.4 0.277
O -0.835 0.838 -3.268 0.4 -1.0 -1.1 -0.722
H -0.711 -2.571 -2.830 0.1 0.0 -0.1 0.319
H -2.244 -2.603 -2.905 0.1 0.1 0.2 0.269
O -1.510 -2.084 -2.550 -0.1 -0.2 -0.4 -0.617
H -2.362 -1.828 3.507 -0.1 0.1 0.1 0.287
H -3.023 -2.585 2.378 -0.2 0.0 0.2 0.331
O -3.194 -1.879 3.019 0.3 -0.1 -0.5 -0.694
H 1.259 3.340 -2.052 -0.3 0.0 0.4 0.273
H 0.104 2.401 -2.447 -0.2 -0.1 -0.1 0.319
O 0.856 2.481 -1.848 0.2 0.9 -0.1 -0.672
```
Forces are in eV/Å.

Summary:
energy relative to the best compared isomer or geometry (same formula, charge and spin): 21.6 kcal/mol
M: 280.3 g mol⁻¹
charge: +1
DFT total energy: -28733.840 eV
HOMO-LUMO gap: 11.250 eV

---

[3]
The following is a DFT calculation (ωB97M-V/def2-TZVPD) of a 12-piece molecular cluster, C6H34O11 overall in a non-equilibrium geometry.

Structure (XYZ):
```
51
Properties=species:S:1:pos:R:3:forces:R:3:mulliken_charge:R:1
C 3.513 1.848 -1.649 -0.2 1.6 0.4 -0.966
C 3.593 1.883 -0.106 -1.5 -2.5 -0.1 -0.421
C 2.392 2.599 0.522 -1.2 0.3 -0.1 -0.780
C 1.044 1.936 0.200 3.1 1.3 1.7 -0.097
C 1.053 0.577 0.523 -3.2 0.8 -1.2 -0.041
C -0.082 -0.175 0.016 -1.0 -1.4 -0.4 0.584
H 2.571 1.569 -2.157 0.0 0.0 0.8 0.169
H 4.236 1.174 -2.059 0.7 -0.1 -0.2 0.387
H 3.705 2.905 -1.907 0.2 -0.6 -0.7 0.341
H 4.557 2.174 0.262 0.3 0.8 0.1 0.457
H 3.531 0.827 0.253 0.1 0.4 -0.2 0.241
H 2.369 3.679 0.374 0.0 -0.1 -0.2 0.445
H 2.310 2.464 1.634 0.5 0.0 -0.2 0.386
H 0.188 2.594 -0.011 0.2 -0.9 -0.3 0.130
H 1.773 0.189 1.207 0.7 -0.4 0.0 1.059
H 0.072 -1.259 -0.181 0.0 0.7 0.0 -0.213
H -0.748 0.292 -0.749 1.0 -0.2 0.1 -0.730
H -0.920 -0.187 0.725 0.0 -0.1 1.2 0.186
H -1.865 -3.390 -0.138 0.3 -0.3 0.6 0.308
H -3.172 -3.882 0.311 -0.4 -0.1 0.4 0.295
O -2.382 -3.486 0.688 0.0 0.4 -0.8 -0.602
H 0.243 -4.699 -1.126 -0.1 -0.3 0.0 0.313
H -0.224 -3.447 -1.847 -0.1 0.0 -0.1 0.455
O -0.359 -3.957 -1.022 0.0 0.3 -0.3 -0.702
H -3.867 0.226 -2.348 -0.1 -0.7 -0.9 0.320
H -2.682 0.727 -1.816 0.7 0.0 -0.5 0.255
O -2.920 0.116 -2.544 -0.6 0.7 1.2 -0.588
H 0.422 -0.356 2.795 -0.2 -0.5 0.2 0.311
H -0.381 -0.660 4.038 0.2 -0.4 -0.2 0.363
O 0.125 0.040 3.614 0.2 0.9 0.2 -0.648
H 0.367 0.860 -1.961 -0.2 -0.1 -1.2 0.015
H -0.150 0.910 -3.461 -0.1 0.2 0.2 0.346
O 0.307 0.376 -2.802 0.4 0.2 0.3 -0.656
H 1.963 -2.352 -0.565 0.7 0.2 -0.6 0.295
H 1.281 -3.467 0.028 0.7 -0.6 -0.2 0.388
O 2.172 -3.260 -0.331 -0.9 0.4 0.8 -0.632
H -1.074 1.584 3.838 0.0 0.1 -0.2 0.433
H -0.908 2.239 2.502 0.4 0.1 0.0 0.283
O -1.398 2.342 3.320 -0.2 0.0 0.0 -0.748
H 0.023 -1.411 -3.043 0.1 -0.4 0.0 0.396
H -0.323 -2.418 -4.138 0.1 -0.2 0.4 0.317
O 0.044 -2.368 -3.240 -0.2 0.5 -0.4 -0.670
H -2.757 1.853 2.277 -1.1 -0.2 0.8 0.441
H -4.261 1.318 1.840 -0.1 0.3 0.5 0.243
O -3.339 1.422 1.618 1.2 -0.2 -0.9 -0.659
H -1.763 2.923 -0.878 -0.6 0.0 -0.2 0.299
H -2.538 2.074 0.188 -0.8 0.1 -0.5 0.403
O -2.486 2.285 -0.777 1.1 0.1 0.5 -0.659
H -1.747 -2.257 3.059 -0.2 -0.3 0.0 0.350
H -0.709 -2.565 2.040 -0.1 -0.5 -0.1 0.230
O -0.800 -2.409 2.984 0.0 0.3 0.0 -0.629
```
Forces are in eV/Å.

Summary:
energy relative to the best compared isomer or geometry (same formula, charge and spin): 23.9 kcal/mol
M: 282.3 g mol⁻¹
charge: +1
DFT total energy: -29286.140 eV
spin multiplicity: 2
HOMO-LUMO gap (spin up / spin down): 8.207 / 5.330 eV
expectation value of S²: 0.75

---

[4]
The following is a DFT calculation (ωB97M-V/def2-TZVPD) of a 12-piece molecular cluster, C6H34O12 overall in a non-equilibrium geometry.

Structure (XYZ):
```
52
Properties=species:S:1:pos:R:3:forces:R:3:mulliken_charge:R:1
C -0.109 -1.016 -0.690 -0.9 0.0 -1.1 1.449
O 0.183 -2.311 -1.209 0.8 -1.2 1.1 -0.658
C -0.456 -1.194 0.776 0.3 2.9 2.2 1.386
C -1.817 -1.769 1.036 -0.4 -3.2 -5.3 -1.000
C -2.895 -0.928 0.423 -0.4 2.1 2.1 0.801
C -3.513 -1.154 -0.714 -0.1 -2.5 -1.5 -1.088
C -3.186 0.399 1.164 4.2 -0.2 -0.2 -1.262
H 0.750 -0.383 -0.924 -0.1 0.3 0.5 -0.192
H -0.956 -0.715 -1.390 0.8 0.3 1.5 -0.979
H 0.441 -2.807 -0.402 0.1 -0.1 -1.0 0.345
H -0.378 -0.247 1.449 -0.3 -0.8 -1.8 0.065
H 0.285 -1.725 1.379 -0.1 -0.3 -1.2 -0.842
H -1.905 -2.265 1.955 -0.6 0.2 1.8 0.574
H -1.892 -2.728 0.287 0.4 1.7 1.7 0.163
H -3.410 -2.097 -1.304 0.5 0.5 0.8 0.309
H -4.259 -0.593 -1.223 -0.5 1.2 0.4 0.472
H -3.178 0.226 2.261 0.0 0.4 -0.7 0.339
H -2.349 1.210 0.848 -1.6 -2.0 1.0 -0.258
H -4.050 0.814 0.812 -2.5 1.0 -0.6 0.562
H 0.707 3.337 0.287 -1.0 0.2 0.4 0.452
H 1.708 2.696 -0.703 -0.2 0.8 0.7 0.364
O 1.635 3.254 0.114 1.8 -1.1 -1.0 -0.797
H 1.256 -0.096 3.108 2.4 2.8 0.5 0.276
H 0.689 -1.402 4.017 0.8 0.9 1.1 0.260
O 0.771 -0.845 3.258 -3.0 -3.6 -0.8 -0.548
H 4.262 0.558 -0.463 0.7 0.8 -1.7 0.542
H 4.180 1.930 -0.398 -0.3 2.5 1.2 0.300
O 4.453 1.383 -1.098 -0.2 -2.9 0.4 -0.846
H 2.011 1.557 -3.079 -0.3 0.3 -1.3 0.223
H 2.936 1.446 -1.914 0.8 -0.3 0.4 0.310
O 2.004 1.330 -2.167 -0.6 -0.1 0.8 -0.550
H -1.420 1.815 -1.521 -1.7 -0.5 -0.6 0.286
H 0.004 1.731 -1.642 0.7 0.3 0.3 0.226
O -0.664 2.262 -1.185 0.9 -0.1 -0.4 -0.683
H 1.450 -2.921 2.654 1.0 -0.5 -2.6 0.237
H 2.076 -4.002 1.604 -0.4 1.2 0.4 0.267
O 1.752 -3.070 1.684 -0.1 -1.1 2.0 -0.571
H -1.087 2.973 0.289 -0.5 -1.0 -1.1 0.562
H -1.226 2.751 1.824 -1.0 -1.6 1.5 0.279
O -0.885 3.280 1.155 1.3 2.8 0.2 -0.678
H 1.925 1.908 1.373 -0.6 1.4 -1.0 0.410
H 2.484 1.963 2.794 0.4 1.0 0.8 0.244
O 2.243 1.382 2.100 -0.3 -1.7 0.5 -0.649
H -3.134 0.516 -3.014 -3.0 -0.6 0.0 0.269
H -1.783 0.074 -3.334 0.3 0.2 0.0 0.318
O -2.274 0.821 -2.952 2.7 0.3 -0.2 -0.636
H 3.160 0.357 1.320 0.8 -0.8 -0.3 0.432
H 2.994 -0.799 0.308 0.6 0.0 0.5 0.364
O 3.698 -0.308 0.783 -1.2 0.0 -0.2 -0.824
H -1.879 -2.144 -3.185 -1.2 -0.3 1.5 0.298
H -0.314 -2.274 -2.979 0.3 -0.3 1.4 0.380
O -1.039 -2.182 -3.575 0.7 0.6 -3.1 -0.704
```
Forces are in eV/Å.

Summary:
energy relative to the best compared isomer or geometry (same formula, charge and spin): 95.2 kcal/mol
M: 298.3 g mol⁻¹
charge: 0
DFT total energy: -31341.651 eV
HOMO-LUMO gap: 9.687 eV